108
Properties=species:S:1:pos:R:3:forces:R:3 method="wB97M-V/def2-TZVPD" lumo_energy_ha=0.010 homo_lumo_gap_ev=8.3 molar_mass_da=1300.0 smiles="C#CCc1cc2c(c(C[C@H](C)Br)c1CC(=O)Br)Sc1c(CCCCOC(C)=O)ccc(OC[C@H](C)C(C)C)c1N2B(N)O.BrCCBr.BrCCBr.BrCCBr"
Br 5.6972 -1.1634 3.9654 -0.4 -0.1 0.0
Br -4.4996 1.8572 4.3787 0.0 0.0 -0.1
Br 4.0713 -5.0071 0.1740 0.7 -0.4 0.0
Br 0.8971 2.3531 4.9645 -0.3 -0.3 -0.3
Br -8.2503 1.9404 -0.3919 0.1 0.0 0.0
Br 6.0286 -7.6233 1.8750 -0.1 0.0 0.0
Br -7.3458 4.0454 5.2399 0.0 -0.1 0.0
Br -5.6769 2.7443 -2.9033 -0.2 -0.2 -0.1
S 2.3241 1.7636 -0.4549 -0.4 0.1 0.2
O -2.6523 5.2980 2.2211 -0.2 0.1 -0.1
O -3.5192 4.9227 0.2297 1.0 0.4 -0.2
O 4.5960 0.2785 -2.0226 -0.9 0.2 -0.3
O 4.4125 0.9057 5.2151 0.1 -0.1 0.0
O 0.9163 -2.0191 -3.6279 -0.3 0.2 0.7
N 2.5000 -1.0724 -1.4985 0.2 0.9 1.0
N 4.4761 -2.0457 -2.7488 -1.4 0.4 0.3
C -1.5721 -4.7889 -4.1304 0.5 0.2 0.5
C 0.6607 -4.7607 2.1957 0.0 -0.1 -0.7
C -2.2797 3.1236 -0.9385 0.4 0.3 -0.3
C -0.7816 3.2284 -0.5640 -0.4 -0.6 -0.8
C 4.4475 -7.7828 0.7526 0.2 -0.2 0.0
C 1.6313 -4.8801 -2.1031 -1.0 -0.2 0.0
C 0.0949 3.3175 -1.8656 -0.7 -0.6 1.0
C 1.5198 -0.2312 -2.1319 -0.4 0.3 -0.4
C -5.4604 4.2086 5.7011 -0.1 0.2 -0.1
C 2.5349 -0.9187 -0.0561 0.0 -0.4 0.2
C -7.5144 3.6645 -0.9090 -0.2 -0.1 0.1
C 0.9251 3.8334 2.5756 0.0 -0.2 0.9
C 2.7842 -3.2889 2.8984 -1.0 -0.2 -0.7
C -0.2957 -2.6922 -4.0132 0.5 -0.4 -0.6
C -4.5715 3.7956 4.5596 0.2 -0.2 0.1
C 2.4852 0.3220 0.5938 -0.2 0.0 -0.7
C -0.3205 -3.4874 -1.2877 -0.2 -0.2 0.2
C -0.2234 0.0667 -3.8109 -0.4 0.4 -0.1
C 2.5404 1.8527 2.5849 -0.2 -0.4 0.8
C 1.6600 -4.1647 2.4833 0.2 0.5 0.4
C 1.1273 2.3569 3.0031 0.4 0.8 -0.9
C -2.6200 5.5394 1.0414 0.3 -0.2 1.0
C 2.7757 -0.6018 4.2727 0.9 -0.5 -0.6
C 4.1724 -0.0772 4.6068 -0.4 0.4 0.6
C 2.6681 -0.7262 2.7546 -0.3 0.1 0.0
C -1.6245 6.5671 0.5229 -0.3 -0.1 -0.6
C 1.2939 1.1076 -1.7542 0.3 -0.8 0.1
C 0.3104 1.8963 -2.3674 0.4 0.9 0.3
C 2.6915 -1.9672 2.1148 0.3 -0.5 0.2
C 2.5638 0.4517 1.9842 -0.1 0.1 -0.5
C -3.0145 4.4636 -1.0327 -0.5 -0.9 -0.8
C -7.2715 3.7386 -2.3936 0.2 0.2 0.0
C -0.1772 -4.1912 -3.7737 -1.3 -0.2 -0.1
C 0.7291 -0.7303 -3.1813 0.0 -0.4 -0.4
C 4.4879 -6.8169 -0.4015 -0.2 0.1 0.0
C 2.6454 -2.0664 0.7174 0.0 0.4 0.4
C -0.4538 1.3704 -3.4017 0.6 0.0 0.5
C 0.1214 -4.5556 -2.2975 0.9 0.1 -0.3
B 3.8654 -0.8983 -2.0979 0.9 -0.8 -0.6
H 2.6599 -3.1489 3.9691 0.4 -0.1 -0.1
H 3.8538 -2.8363 -2.6044 0.1 -0.1 -0.4
H -2.4024 5.1987 -1.5696 0.0 0.1 0.4
H -4.8951 4.1902 3.6025 0.0 0.0 0.0
H -0.1508 -5.2261 1.6821 0.0 -0.1 0.4
H -3.5446 4.1031 4.7433 0.0 0.0 0.0
H -1.8759 6.8934 -0.4894 0.1 0.2 0.2
H -0.4575 -2.4884 -5.0811 -0.1 -0.2 0.1
H 5.4568 -6.7781 -0.8896 0.0 0.0 0.1
H 3.7183 -3.8086 2.6719 0.1 0.2 0.3
H 4.7994 0.6425 -2.8904 0.4 0.0 0.2
H 3.7233 -7.0670 -1.1355 0.0 0.0 0.0
H 4.4544 -8.8091 0.3909 0.0 0.0 0.0
H -0.4732 3.8957 -2.6012 0.4 0.1 -0.1
H 3.1911 1.8671 3.4610 -0.1 0.2 -0.1
H -8.2607 4.3973 -0.6092 0.0 0.0 -0.1
H 1.4862 4.0750 1.6699 -0.3 -0.1 -0.1
H -0.5835 4.0639 0.1029 0.0 -0.1 0.1
H 2.1075 -4.0614 -1.5637 0.1 -0.2 -0.2
H 2.7175 -1.5706 4.7702 -0.1 0.1 -0.1
H -1.2035 2.0137 -3.8525 0.1 -0.3 -0.2
H 1.2986 4.4490 3.4013 0.1 0.1 -0.4
H -5.3033 3.6152 6.5963 0.0 0.0 0.0
H -7.0788 4.7656 -2.6979 0.0 0.0 0.0
H 1.6976 -5.8161 -1.5363 0.3 0.3 0.2
H -2.8245 2.4038 -0.3195 0.0 0.3 0.1
H -0.2762 -3.9088 -0.2791 0.0 0.1 -0.1
H -6.6104 3.8102 -0.3243 0.0 0.0 -0.1
H 0.3628 1.7392 2.5287 0.0 -0.1 0.5
H -5.3140 5.2613 5.9342 0.0 0.0 0.0
H -8.0927 3.3376 -2.9790 0.0 0.0 0.1
H 2.9495 2.5971 1.9003 0.1 -0.3 -0.1
H 1.0396 3.7932 -1.5959 -0.1 0.1 -0.4
H -0.5141 2.2765 -0.0958 0.2 0.4 0.4
H -0.4500 -5.4656 -2.0732 0.1 0.1 -0.1
H 2.7013 -3.0495 0.2439 -0.3 0.6 0.1
H 0.3404 -2.6168 -1.2897 -0.1 -0.1 -0.1
H 3.5866 -7.6326 1.3973 0.0 0.1 0.0
H 4.6124 -1.9004 -3.7433 0.6 -0.2 0.1
H -1.4998 -5.8758 -4.2278 0.0 0.1 -0.2
H -1.6200 7.3930 1.2349 -0.1 0.0 -0.2
H -0.8138 -0.3049 -4.6406 0.2 -0.2 0.1
H 0.5345 -4.6471 -4.4703 0.2 0.2 0.3
H 2.1165 -5.0575 -3.0670 0.1 0.2 0.1
H -3.8928 4.2827 -1.6593 0.0 0.3 0.3
H -1.9871 -4.3464 -5.0406 -0.1 -0.2 0.1
H -0.1382 4.0742 2.4961 0.1 -0.1 -0.2
H -0.6020 6.1813 0.4926 -0.2 -0.2 0.1
H -2.2291 -4.5989 -3.2722 -0.2 0.1 -0.3
H -1.3564 -3.1618 -1.4462 0.2 0.0 0.0
H -1.1767 -2.3405 -3.4659 0.3 0.3 0.1
H -2.3192 2.7063 -1.9549 -0.1 0.0 0.2
H 2.0080 0.0346 4.7097 0.3 0.2 0.0

---

99
Properties=species:S:1:pos:R:3:forces:R:3 method="wB97M-V/def2-TZVPD" lumo_energy_ha="-0.324 / -0.467" spin_multiplicity=5 homo_lumo_gap_ev="4.8 / 3.3" molar_mass_da=838.9 charge=+3
Pt -0.3461 -0.3144 0.2383 0.0 1.0 0.2
P 0.1263 1.3420 1.9057 0.2 2.0 1.2
P -0.6182 -1.3267 -2.0145 -0.2 -1.1 -2.1
O 1.2327 -2.7952 0.8076 -1.8 2.7 -0.4
N -4.3686 -1.3287 1.7813 0.2 0.4 -0.5
N -0.7854 1.4960 -0.7913 0.0 1.1 -1.0
N 1.9561 0.4300 -0.6795 1.5 0.8 -2.2
N -2.2368 -1.0352 1.3306 0.8 -0.7 0.7
C 1.9115 -2.0843 -2.9313 0.2 -0.1 -0.1
C -1.0241 3.6271 3.2708 0.0 0.1 0.3
C 2.8052 0.7703 -1.4223 -1.1 -1.0 3.3
C -2.5840 -2.7873 -3.5653 0.0 -0.1 -0.3
C -0.7951 -4.1475 -2.3880 0.1 0.0 0.1
C 6.5050 1.0346 -1.6825 -0.3 0.0 0.0
C 2.8887 0.8901 2.2466 0.0 -0.1 -0.1
C -1.4972 1.3492 -1.9642 0.1 0.7 0.3
C -3.4809 -0.7167 0.9656 -1.1 -1.1 1.5
C -2.6795 -3.1221 -1.1567 0.1 0.0 0.2
C -2.0239 2.5228 -2.5726 0.2 -0.8 -0.3
C 0.5942 -1.8336 0.6635 3.7 -5.6 1.5
C -0.6180 3.8462 -1.1459 0.0 -0.1 0.1
C 1.7928 2.2802 3.9838 0.2 0.0 0.3
C 6.6435 1.9290 -2.7512 -0.3 0.0 0.2
C -4.1064 -2.9226 3.7459 -0.9 1.2 -1.4
C 1.3435 -0.1875 3.8845 0.0 -0.1 0.2
C 4.0901 1.1327 -1.9121 0.7 0.5 -0.9
C -3.1151 -3.5735 4.4982 1.5 -0.5 0.5
C 0.7080 -1.2874 -3.4463 0.0 -0.2 0.0
C -1.7029 -2.9068 -2.3159 0.0 0.2 -0.2
C -0.2952 2.6925 -0.4252 0.0 -0.3 0.0
C -1.5483 3.7571 -2.1847 0.0 0.3 0.2
C -2.5117 2.3375 1.8276 -0.1 -0.1 -0.1
C 0.6273 2.7234 0.7839 -0.1 -0.1 -0.4
C -1.7362 1.3189 3.9838 -0.2 0.2 0.2
C -1.5424 0.0770 -2.5539 -1.6 0.5 -0.6
C 0.2011 -1.8859 -4.7658 -0.1 -0.2 -0.2
C 5.2358 0.6298 -1.2656 0.0 -0.1 0.1
C 1.5914 1.0782 3.0515 0.0 0.1 0.1
C -1.7490 -3.3867 4.2174 -0.2 -0.1 0.2
C -2.3128 -1.9032 2.4219 -1.6 1.5 -1.9
C -1.3238 2.1939 2.7921 0.2 0.1 0.2
C 5.5025 2.4341 -3.3848 -0.2 0.0 0.0
C -3.6706 -2.0969 2.7163 -0.2 -0.1 0.1
C -1.3322 -2.5423 3.1812 0.8 -0.7 0.6
C 1.0536 0.1610 -3.8206 0.0 0.3 0.2
C 4.2253 2.0402 -2.9761 0.2 0.0 0.0
H 0.3847 -0.1630 4.4171 0.3 0.0 -0.1
H 7.3855 0.6561 -1.1639 -0.2 0.1 -0.2
H -3.7936 -0.0616 0.1553 0.3 -0.2 0.2
H 1.9571 0.1652 -4.4497 -0.3 -0.1 0.1
H -0.1573 -4.2267 -1.4965 -0.1 0.0 -0.2
H 2.3328 -1.6571 -2.0161 -0.1 -0.1 -0.2
H -0.2872 -2.3839 2.9316 -0.1 -0.2 0.3
H -0.2102 3.6870 3.9966 -0.3 0.1 -0.2
H -3.3988 2.6369 2.4071 0.3 0.0 -0.2
H -1.8946 4.6627 -2.6774 0.1 -0.2 0.0
H 1.8795 3.2248 3.4300 0.0 -0.2 0.2
H 0.9967 -1.7618 -5.5180 -0.2 0.0 0.3
H -1.9327 4.0024 3.7674 0.2 0.0 -0.2
H -1.9204 0.2800 3.6789 0.1 0.2 0.1
H -0.8053 4.3054 2.4368 -0.1 -0.1 0.3
H -0.1585 -4.1786 -3.2783 -0.2 0.0 0.3
H 1.2459 0.8024 -2.9625 -0.1 0.0 -0.2
H 2.1439 -0.2737 4.6352 -0.2 -0.1 -0.2
H 3.1339 1.7729 1.6440 0.0 -0.2 0.2
H -0.6712 -1.3347 -5.1413 0.2 -0.2 0.0
H 1.6492 -3.1335 -2.7307 0.1 0.4 -0.1
H -1.4359 -5.0425 -2.4178 0.2 0.3 0.0
H -2.3319 3.1001 1.0589 -0.1 -0.2 0.2
H 2.8440 0.0201 1.5826 0.0 0.1 0.1
H 1.0049 2.3599 4.7426 0.2 0.0 -0.2
H -3.4033 -2.3045 -1.0906 0.0 0.0 0.0
H 2.6989 -2.0825 -3.7011 -0.2 0.0 0.2
H -3.2623 -1.9305 -3.4918 0.0 -0.2 0.0
H 7.6370 2.2454 -3.0786 -0.4 -0.1 0.1
H -2.1025 0.0046 -3.4899 0.1 0.1 0.2
H 3.7153 0.7340 2.9584 -0.3 0.0 -0.2
H 2.7403 2.1338 4.5250 -0.2 0.0 -0.1
H -3.4012 -4.2383 5.3149 0.0 0.2 -0.2
H 0.2393 0.6254 -4.3929 0.2 -0.2 0.0
H -0.9928 1.3310 4.7920 -0.2 0.0 -0.3
H -2.7464 1.3946 1.3300 0.0 0.2 0.0
H 5.6075 3.1512 -4.2006 0.0 -0.3 0.2
H -2.7210 2.3834 -3.3951 0.2 0.3 0.1
H -3.1943 -3.7013 -3.6337 0.1 0.3 0.0
H -5.3795 -1.2530 1.7111 0.1 0.0 0.0
H -5.1776 -3.0319 3.9201 0.3 -0.2 0.2
H -0.1705 4.7885 -0.8378 -0.2 -0.1 -0.2
H 3.3230 2.4269 -3.4580 0.4 0.0 0.1
H -2.6730 1.7167 4.4015 0.2 -0.1 0.0
H 1.6605 2.5458 0.4578 -0.3 0.0 -0.1
H 1.3676 -1.0913 3.2631 0.1 0.1 0.0
H -3.2483 -4.0467 -1.3443 0.2 0.3 0.1
H -1.0062 -3.9159 4.8169 -0.2 0.2 -0.2
H -2.1694 -3.2272 -0.1953 0.0 -0.1 0.0
H -2.0336 -2.7109 -4.5034 -0.2 0.0 0.3
H 5.1112 -0.0724 -0.4378 0.1 0.2 -0.3
H 0.6208 3.7105 1.2640 -0.1 -0.4 -0.1
H -0.0299 -2.9533 -4.7171 0.1 0.3 -0.1